{
  "formula": "C48H87Cl2F3N10O12S",
  "method": "ωB97M-V/def2-TZVPD",
  "homo_ev": -8.587,
  "spin_multiplicity": 1,
  "gap_ev": 9.2,
  "smiles": "CC(=O)N(C(C)=O)[C@](Cl)(O[C@@](CC(C)C)(N=C=S)OC[C@H](C)C(C)C)[C@](C)(Cl)N(COC(F)(F)F)c1ccccc1.CNC(C)=O.CNC(C)=O.CNC(C)=O.CNC(C)=O.CNC(C)=O.CNC(C)=O.CNC(C)=O",
  "elements": ["C", "C", "O", "N", "C", "C", "O", "C", "Cl", "O", "C", "C", "C", "C", "C", "N", "C", "S", "O", "C", "C", "C", "C", "C", "C", "C", "C", "Cl", "N", "C", "O", "C", "F", "F", "F", "C", "C", "C", "C", "C", "C", "H", "H", "H", "H", "H", "H", "H", "H", "H", "H", "H", "H", "H", "H", "H", "H", "H", "H", "H", "H", "H", "H", "H", "H", "H", "H", "H", "H", "H", "H", "H", "H", "H", "H", "H", "H", "H", "H", "C", "N", "C", "C", "O", "H", "H", "H", "H", "H", "H", "H", "C", "N", "C", "C", "O", "H", "H", "H", "H", "H", "H", "H", "C", "N", "C", "C", "O", "H", "H", "H", "H", "H", "H", "H", "C", "N", "C", "C", "O", "H", "H", "H", "H", "H", "H", "H", "C", "N", "C", "C", "O", "H", "H", "H", "H", "H", "H", "H", "C", "N", "C", "C", "O", "H", "H", "H", "H", "H", "H", "H", "C", "N", "C", "C", "O", "H", "H", "H", "H", "H", "H", "H"],
  "xyz": [[1.29864, -0.96377, 5.27017], [0.19757, -1.82756, 4.66445], [-0.71814, -2.14402, 5.36560], [0.34993, -2.28615, 3.29061], [0.12164, -3.72683, 3.16964], [1.20512, -4.60831, 2.57076], [-0.86319, -4.26638, 3.58574], [-0.28648, -1.47155, 2.24049], [-1.06400, -0.03189, 3.00125], [-1.08464, -2.21526, 1.39895], [-2.48960, -2.24520, 1.56596], [-2.92310, -3.58463, 0.92012], [-2.31301, -3.86271, -0.47488], [-3.46115, -4.33238, -1.44100], [-1.21996, -4.95273, -0.44862], [-2.87091, -2.37903, 2.99205], [-3.67931, -1.61947, 3.47809], [-4.53953, -0.53531, 4.22579], [-2.98619, -1.09016, 0.97220], [-4.08952, -1.19790, 0.08953], [-4.63613, 0.21988, -0.27181], [-3.96714, 1.34052, 0.53307], [-6.17805, 0.21406, -0.13441], [-6.85834, 1.32822, -0.93477], [-6.69341, 0.21657, 1.30701], [0.84915, -0.82736, 1.29074], [0.19242, 0.08369, 0.24248], [1.49183, -2.21368, 0.30597], [1.88338, -0.17765, 2.11906], [3.22627, -0.72089, 2.03790], [3.34060, -1.96093, 2.77566], [4.40961, -2.68229, 2.43569], [4.27300, -3.32348, 1.26604], [4.62042, -3.60956, 3.36729], [5.53388, -1.95091, 2.33918], [2.01312, 1.25149, 1.86291], [1.36795, 2.17793, 2.66944], [1.49110, 3.54801, 2.44205], [2.26397, 4.04097, 1.40135], [2.94501, 3.12410, 0.60080], [2.81568, 1.76645, 0.83392], [2.23086, -1.00835, 4.71567], [0.94174, 0.06736, 5.19690], [1.39719, -1.22575, 6.31915], [0.75875, -5.01821, 1.66002], [2.08399, -4.05608, 2.25695], [1.41919, -5.46097, 3.21104], [-3.99788, -3.73648, 0.98158], [-2.48753, -4.31990, 1.60236], [-1.89746, -2.96190, -0.93184], [-4.40010, -3.88584, -1.12164], [-3.48979, -5.42235, -1.41772], [-3.21156, -3.99091, -2.44714], [-1.36083, -5.62919, 0.39624], [-0.22042, -4.52186, -0.39626], [-1.29406, -5.52225, -1.37812], [-4.92378, -1.74924, 0.53225], [-3.81690, -1.66618, -0.85884], [-4.43758, 0.40014, -1.33256], [-4.53010, 2.26137, 0.33331], [-2.96010, 1.52699, 0.15828], [-3.99331, 1.18826, 1.60872], [-6.50681, -0.73764, -0.57732], [-7.91782, 1.06504, -1.01507], [-6.48503, 1.42717, -1.95549], [-6.84180, 2.27748, -0.39242], [-6.58745, -0.75206, 1.80134], [-7.76926, 0.41783, 1.29033], [-6.20164, 0.98636, 1.90532], [-0.34917, 0.91536, 0.68456], [0.93387, 0.42589, -0.47650], [-0.52239, -0.53037, -0.30689], [3.64429, -0.81412, 1.03423], [3.86886, -0.01216, 2.56377], [0.75403, 1.87240, 3.50466], [0.95222, 4.22577, 3.09421], [2.34350, 5.10021, 1.20824], [3.55018, 3.50695, -0.21411], [3.34737, 1.09954, 0.16295], [5.67689, -7.87384, 3.80362], [4.36288, -7.42768, 3.38210], [3.14913, -7.89797, 3.77236], [3.12649, -9.02929, 4.77182], [2.12507, -7.40889, 3.32194], [6.21510, -7.04480, 4.26626], [6.24437, -8.21706, 2.93682], [5.60378, -8.68627, 4.51813], [4.30591, -6.67210, 2.71675], [2.09345, -9.28849, 4.98121], [3.63371, -9.90653, 4.36824], [3.60774, -8.72698, 5.70269], [2.05317, 8.61522, -1.17227], [2.40594, 7.22532, -0.95884], [3.38456, 6.50231, -1.55209], [4.23597, 7.19631, -2.58679], [3.55421, 5.32480, -1.24494], [2.14950, 9.14128, -0.22444], [1.01529, 8.67453, -1.50862], [2.69332, 9.07903, -1.91597], [1.86915, 6.70602, -0.28316], [4.97568, 6.49968, -2.97192], [3.61171, 7.54319, -3.41260], [4.75812, 8.04355, -2.14030], [-12.98809, -0.62584, 2.31237], [-11.60200, -0.28071, 2.05947], [-10.93669, -0.28654, 0.87443], [-11.70687, -0.69988, -0.35648], [-9.75936, 0.03273, 0.82457], [-13.50719, 0.23050, 2.74626], [-13.03733, -1.45696, 3.01793], [-13.49273, -0.91377, 1.39689], [-11.03015, 0.00380, 2.83898], [-11.04353, -0.65444, -1.21469], [-12.07527, -1.72114, -0.25217], [-12.54720, -0.02560, -0.52622], [8.16876, 2.22148, -4.26293], [7.86654, 3.61161, -3.96263], [6.86447, 4.10667, -3.19139], [5.92309, 3.12082, -2.54603], [6.73901, 5.31265, -3.03292], [9.17786, 1.99056, -3.91350], [8.12529, 2.05981, -5.33888], [7.46791, 1.55016, -3.78071], [8.45516, 4.32544, -4.36090], [5.18492, 3.67507, -1.97171], [5.40822, 2.53106, -3.30599], [6.46883, 2.45420, -1.87605], [1.05929, 12.08819, 3.36201], [1.33998, 11.01175, 2.42985], [1.51102, 9.69149, 2.69890], [1.40163, 9.25459, 4.13916], [1.74444, 8.89863, 1.79797], [0.11452, 12.56574, 3.09779], [1.85354, 12.83455, 3.31110], [0.99198, 11.71747, 4.37851], [1.42480, 11.23849, 1.45189], [1.56140, 8.18222, 4.19182], [2.15775, 9.75159, 4.74783], [0.41043, 9.48133, 4.53346], [-6.07681, -6.95707, -5.06129], [-6.31608, -5.55376, -4.78277], [-7.29106, -5.00450, -4.00738], [-8.26378, -5.94643, -3.33810], [-7.36081, -3.79524, -3.86987], [-5.07618, -7.23370, -4.72419], [-6.14176, -7.13552, -6.13622], [-6.80248, -7.58570, -4.55736], [-5.70236, -4.87103, -5.19759], [-8.97268, -5.36130, -2.76078], [-8.81119, -6.52516, -4.08326], [-7.73829, -6.62456, -2.66452], [11.93969, 0.41224, -7.71830], [10.67643, 0.23449, -7.02643], [9.41975, 0.26691, -7.54649], [9.28720, 0.51750, -9.02955], [8.44792, 0.09846, -6.82790], [12.55432, -0.48126, -7.59723], [12.47516, 1.26326, -7.29413], [11.78430, 0.58916, -8.77663], [10.69531, 0.06223, -6.03383], [8.23370, 0.51460, -9.29069], [9.71125, 1.48714, -9.29344], [9.79114, -0.26596, -9.59665]],
  "forces_ev_per_a": [[-0.266, 0.175, -0.893], [0.324, 0.240, 1.024], [-0.176, -0.318, -0.231], [-0.597, 0.140, -0.283], [0.137, -1.314, 0.121], [-0.292, 0.830, -0.571], [-0.144, 0.369, 0.098], [2.038, 0.417, -0.204], [-0.205, -0.049, -0.042], [-0.336, 0.250, 0.852], [-0.835, -1.458, -0.605], [1.438, -0.035, 0.301], [-1.078, -0.477, -0.559], [1.004, 0.439, 0.550], [-0.160, 0.455, -0.216], [-0.784, 1.100, -0.649], [0.653, 0.238, 0.552], [0.008, -0.558, -0.213], [0.233, -0.190, 0.219], [-0.764, 0.872, -0.522], [-0.041, -0.189, 0.604], [-0.536, 0.474, -0.679], [0.089, -0.271, -0.195], [-0.533, -0.296, 0.278], [-0.286, 0.096, -0.137], [-0.990, -0.007, -0.062], [-0.143, -0.476, -0.114], [0.214, 0.163, 0.098], [0.449, -0.109, -0.957], [0.399, 0.513, 0.883], [-0.101, 0.133, -0.379], [0.048, -0.187, 0.216], [0.026, -0.018, -0.248], [-0.093, -0.160, 0.199], [0.154, 0.201, -0.051], [0.069, 0.823, 0.047], [-0.049, 0.130, 0.289], [-0.048, 0.038, -0.097], [-0.023, -0.606, 0.089], [-0.076, 0.330, 0.085], [0.029, -0.395, -0.112], [0.031, -0.183, 0.140], [0.046, -0.001, 0.127], [0.054, -0.035, -0.007], [0.058, -0.103, 0.049], [0.055, -0.096, 0.264], [-0.028, 0.254, 0.085], [-0.065, 0.313, -0.138], [-0.184, 0.070, 0.091], [0.054, 0.119, 0.354], [-0.188, -0.192, -0.283], [-0.401, 0.033, -0.074], [-0.221, -0.226, -0.097], [0.013, -0.059, -0.087], [0.005, -0.027, 0.133], [0.227, -0.095, 0.088], [0.239, -0.182, 0.184], [0.192, -0.307, 0.231], [0.137, -0.008, 0.052], [0.071, -0.033, 0.046], [0.125, -0.155, 0.364], [0.270, -0.187, -0.021], [-0.020, 0.109, -0.099], [0.040, 0.074, 0.004], [0.227, 0.140, 0.115], [0.273, 0.079, -0.217], [0.264, 0.080, 0.030], [0.356, 0.012, 0.077], [-0.018, -0.062, 0.042], [0.204, 0.089, 0.006], [0.019, 0.129, 0.136], [-0.044, 0.067, 0.102], [-0.315, -0.464, -0.081], [-0.114, 0.039, -0.035], [0.060, -0.246, -0.074], [0.042, 0.008, -0.019], [0.081, 0.019, 0.030], [-0.123, -0.222, 0.165], [-0.061, -0.069, 0.052], [-0.097, 0.307, -0.254], [-0.044, -0.173, 0.115], [-0.050, 0.122, -0.082], [-0.044, -0.003, -0.001], [0.079, -0.308, 0.074], [0.085, -0.088, 0.058], [0.086, -0.069, 0.085], [-0.044, -0.006, 0.006], [0.023, 0.027, 0.015], [-0.027, 0.069, -0.058], [0.066, -0.001, 0.089], [0.065, -0.085, -0.008], [-0.077, -0.109, 0.148], [0.166, -0.084, -0.237], [0.019, -0.076, 0.012], [-0.035, -0.143, -0.071], [0.013, 0.291, -0.181], [-0.056, 0.100, -0.218], [0.031, 0.144, -0.056], [0.021, -0.125, -0.064], [-0.028, 0.084, 0.076], [-0.055, -0.009, 0.157], [0.012, 0.150, 0.055], [-0.052, 0.075, -0.078], [0.293, 0.121, 0.266], [-0.088, -0.045, -0.180], [0.143, 0.036, 0.024], [0.040, 0.005, -0.030], [-0.329, -0.036, -0.103], [-0.124, -0.057, -0.036], [-0.132, -0.027, -0.041], [0.031, 0.004, -0.031], [-0.007, -0.006, 0.017], [0.067, 0.021, 0.058], [-0.100, 0.036, -0.023], [-0.068, -0.086, 0.000], [0.236, 0.450, -0.176], [-0.171, -0.106, 0.166], [-0.013, 0.072, 0.041], [-0.071, 0.036, 0.074], [0.188, -0.046, -0.097], [-0.039, -0.167, 0.004], [-0.023, -0.208, 0.034], [-0.041, 0.034, 0.013], [0.009, -0.006, -0.023], [0.031, 0.105, -0.060], [0.050, -0.101, 0.044], [-0.025, -0.093, -0.073], [0.047, 0.030, -0.402], [-0.001, -0.124, 0.181], [0.021, -0.087, -0.077], [0.004, -0.050, -0.015], [-0.070, 0.024, 0.325], [-0.009, 0.050, 0.127], [-0.037, 0.046, 0.123], [0.007, -0.044, -0.005], [-0.008, 0.039, -0.001], [0.014, 0.001, -0.089], [-0.078, 0.034, 0.066], [0.047, 0.055, 0.082], [0.238, 0.345, -0.142], [-0.191, -0.163, 0.116], [0.082, 0.213, -0.028], [-0.013, 0.016, 0.014], [-0.059, -0.040, 0.039], [-0.042, -0.140, 0.008], [-0.026, -0.141, 0.026], [-0.024, 0.029, 0.023], [0.020, -0.005, -0.003], [0.047, 0.079, -0.026], [0.034, -0.095, 0.052], [-0.046, -0.084, -0.053], [-0.066, -0.076, 0.401], [-0.060, 0.064, -0.205], [-0.065, -0.052, 0.105], [-0.043, 0.000, 0.005], [0.011, 0.023, -0.049], [0.076, 0.038, -0.111], [0.078, 0.007, -0.116], [-0.044, -0.001, -0.004], [0.022, -0.018, 0.006], [-0.020, -0.017, 0.088], [0.063, -0.051, -0.076], [0.058, 0.078, -0.053]]
}